Entry 1:
This record from the OMol25 dataset describes a molecular structure, C23H20CoF6N3O6S2. The level of theory is ωB97M-V/def2-TZVPD.

molecular weight: 671.5 g/mol
HOMO (spin up / spin down): -8.98 / -8.90 eV
Kohn-Sham gap (spin up / spin down): 9.0 / 7.8 eV
multiplicity: 5

The geometry in XYZ format:
```
61
Properties=species:S:1:pos:R:3:forces:R:3
Co 0.5410 -0.6016 -0.4806 0.373 -0.042 -0.192
O -3.0230 2.5948 0.4174 -0.045 -0.004 0.004
N -1.9819 2.0222 0.3838 0.066 0.090 -0.089
O -1.4426 1.2530 1.0975 -0.103 -0.028 0.147
C 0.2467 3.2250 -1.9009 -0.013 -0.050 0.040
C 0.3726 1.7798 -2.4016 0.142 0.098 0.073
O -0.0576 0.8910 -1.4696 -0.349 -0.093 -0.078
C -0.5014 1.6398 -3.6716 -0.014 0.001 -0.020
F -1.7985 1.7250 -3.3450 0.040 0.014 -0.015
F -0.3358 0.4521 -4.2955 -0.001 0.023 0.021
F -0.2577 2.5926 -4.5874 -0.026 -0.033 0.019
C 1.8547 1.5150 -2.7492 0.027 -0.015 -0.031
F 2.3070 2.2643 -3.7692 0.001 -0.046 0.050
F 2.0785 0.2274 -3.0660 0.019 0.061 0.026
F 2.6294 1.7888 -1.6807 -0.005 -0.003 -0.083
H -0.8084 3.4417 -1.7415 0.009 0.022 -0.007
H 0.6624 3.9517 -2.5972 0.004 -0.011 -0.015
H 0.7641 3.2900 -0.9458 -0.008 0.011 0.003
O 1.4237 1.2835 1.9476 -0.059 -0.014 0.012
C 2.3540 0.6686 1.4629 0.095 -0.031 -0.071
C 3.8179 0.9053 1.8084 -0.005 0.039 -0.004
C 4.5690 -0.0281 0.8722 0.001 -0.024 -0.017
C 3.4685 -0.8364 0.1989 -0.044 0.010 0.104
O 3.6661 -1.7822 -0.5387 0.034 -0.010 -0.036
N 2.2302 -0.3484 0.5462 0.060 0.109 0.058
H 3.9662 0.6726 2.8640 -0.004 -0.015 0.000
H 4.0460 1.9621 1.6759 0.001 -0.004 -0.009
H 5.2704 -0.7035 1.3594 -0.006 -0.002 0.014
H 5.1141 0.4996 0.0887 0.006 0.004 0.003
O -0.9589 -1.5066 0.5708 -0.163 0.030 0.165
S -0.9386 -2.8163 1.3288 -0.011 -0.033 -0.032
C -2.2974 -2.6733 2.4781 0.000 0.008 -0.037
C -2.9134 -1.4490 2.6673 0.006 -0.006 0.011
C -3.9581 -1.3671 3.5771 -0.015 -0.017 0.011
C -4.3700 -2.4951 4.2736 0.005 0.020 -0.012
C -3.7452 -3.7178 4.0627 0.025 -0.002 -0.020
C -2.7036 -3.8140 3.1532 -0.019 -0.023 0.023
C 0.4079 -2.7094 2.4862 0.001 -0.025 -0.007
C 1.1813 -3.8427 2.6838 0.014 0.021 -0.018
C 2.2457 -3.7805 3.5730 0.006 0.026 0.000
C 2.5243 -2.5891 4.2282 -0.012 0.003 -0.012
C 1.7478 -1.4568 4.0022 -0.011 0.005 0.002
C 0.6762 -1.5100 3.1277 0.014 0.002 0.025
H -2.5775 -0.5859 2.1099 0.002 0.014 -0.014
H -4.4508 -0.4174 3.7382 -0.003 -0.004 0.004
H -5.1869 -2.4237 4.9796 0.003 0.000 0.000
H -4.0727 -4.5981 4.5995 -0.006 0.005 0.003
H -2.2140 -4.7646 2.9750 0.001 0.007 -0.004
H 0.9610 -4.7534 2.1391 0.007 -0.005 0.018
H 2.8626 -4.6531 3.7408 0.000 0.002 -0.003
H 3.3600 -2.5367 4.9140 0.001 -0.007 -0.001
H 1.9788 -0.5225 4.4971 0.008 -0.008 0.004
H 0.0944 -0.6212 2.9148 -0.003 -0.008 -0.002
S 0.4327 -3.8571 -3.6733 0.010 -0.011 -0.046
C 1.3729 -4.3906 -2.3466 0.005 0.009 0.035
C 1.4507 -3.4137 -1.4140 -0.046 -0.005 -0.001
N 0.7679 -2.2636 -1.7376 0.067 -0.066 0.020
C 0.1908 -2.3644 -2.9029 -0.034 0.028 0.063
H 1.8393 -5.3604 -2.3243 -0.023 -0.009 -0.030
H 2.0257 -3.4434 -0.5022 -0.013 0.001 -0.032
H -0.3842 -1.5637 -3.3409 -0.011 -0.007 -0.023
```
Positions in Å, forces in eV/Å.

***

Entry 2:
This record from the OMol25 dataset describes a molecular structure, CH4N2OS in a non-equilibrium geometry. The level of theory is ωB97M-V/def2-TZVPD.

molecular weight: 92.1 g/mol
HOMO: -8.09 eV
Kohn-Sham gap: 8.6 eV
multiplicity: 1

The geometry in XYZ format:
```
9
Properties=species:S:1:pos:R:3:forces:R:3
C 0.3383 0.0518 -0.0538 1.872 2.164 -1.119
H 2.6031 -0.9659 0.8628 0.197 1.120 -1.983
H 2.0036 1.4686 0.3203 -0.782 -3.040 -0.877
H 0.3153 -0.9637 -0.4090 0.015 -0.827 0.379
H -3.0336 0.7798 0.0659 1.861 -2.616 -0.159
N 1.7149 0.4714 -0.0636 -3.209 4.117 0.882
N -0.7249 0.7890 0.0071 2.447 -1.389 0.680
O 2.6329 -0.4963 -0.0511 1.216 -2.400 2.181
S -1.9945 -0.3426 0.0179 -3.617 2.873 0.017
```
Positions in Å, forces in eV/Å.

***

Entry 3:
This record from the OMol25 dataset describes a molecular structure, C4H4O4Pb in a non-equilibrium geometry. The level of theory is ωB97M-V/def2-TZVPD.

molecular weight: 323.3 g/mol
HOMO (spin up / spin down): -17.19 / -17.19 eV
Kohn-Sham gap (spin up / spin down): 6.3 / 6.3 eV
net charge: +2
multiplicity: 1

The geometry in XYZ format:
```
13
Properties=species:S:1:pos:R:3:forces:R:3
O 0.2048 2.6618 -1.8491 -0.018 -2.479 1.590
C 0.2104 1.5908 -1.4753 0.042 7.716 -4.697
Pb 0.2121 -0.4314 -0.7806 -0.518 0.593 6.671
C 1.9301 -1.3885 -1.4556 9.304 -5.475 -5.891
C -1.5214 -1.3901 -1.4621 -7.996 -4.731 -5.167
O 2.8655 -1.9313 -1.8609 -4.004 2.374 2.467
O -2.4506 -1.9246 -1.8590 3.034 1.822 1.998
C -0.5765 0.7101 1.8244 0.202 -0.193 0.877
O 0.2377 -0.4730 1.6014 0.810 -0.424 0.405
H -1.5852 0.5692 1.3699 0.708 -0.061 0.393
H -0.1117 1.6456 1.4453 -0.211 -0.489 0.438
H -0.6104 0.6356 2.9109 -0.751 1.190 -0.048
H 1.1952 -0.2742 1.5907 -0.604 0.158 0.965
```
Positions in Å, forces in eV/Å.